15 unconnected molecules or ions with the total composition C16H58F3O17S, computed with ωB97M-V with the def2-TZVPD basis set.

Summary:
Total charge = -1
HOMO level = -5.87 eV
LUMO = 1.793 eV
Maximum force = 4.48 eV/A
E_tot = -71327.91301 eV

Last column: Mulliken charge in e.
Positions of all 95 atoms, in Å:
1 O -0.0798 2.9943 -1.7503  -0.6935
2 O 7.4842 1.0047 2.1287  -0.5294
3 C 9.4038 0.0231 1.1072  -1.2558
4 H -4.7651 -2.7169 -5.3675  0.3552
5 H -1.4067 2.8965 -6.3970  0.3145
6 H 4.6661 -4.6384 6.6067  0.3302
7 C 8.4935 -0.8143 3.3626  -1.4309
8 O 5.7880 2.9013 -2.8986  -0.6182
9 C -6.0126 -0.1381 4.8382  0.3663
10 H -6.0203 1.7101 3.7927  0.2607
11 H 1.0957 -2.7233 5.8741  0.3592
12 H 3.6874 -6.0563 6.3217  0.3079
13 C 3.3301 -5.1632 -3.7549  0.6175
14 H -5.3974 -1.1524 2.9584  0.3622
15 H 7.4491 -0.8639 1.3858  0.1786
16 H 6.0174 2.4191 -3.6931  0.3123
17 O -3.5956 7.3196 -3.0180  -0.6325
18 O -2.2816 2.4478 -0.9123  -0.6597
19 H -3.7344 6.4142 -2.7401  0.3237
20 H 8.9575 -0.0243 3.9532  0.4101
21 H 9.2172 -1.6274 3.3051  0.3636
22 H -5.4442 1.8569 5.4860  0.3193
23 S -0.8497 2.5068 -0.5833  1.0547
24 H -7.8841 -2.6422 -2.8570  0.3141
25 H 1.5995 -5.0533 6.4155  0.2807
26 C 3.0339 -4.3002 -4.9555  -1.2893
27 O 3.1338 -6.4866 -4.1408  -0.5610
28 H -7.8263 0.4107 4.9435  0.3521
29 O -7.3376 -3.2543 -3.3554  -0.5703
30 H -6.7622 -1.1525 -5.8638  0.3455
31 H 2.8189 -2.3522 6.1448  0.2816
32 H 3.6371 -4.5586 -5.8258  0.3108
33 H 7.5781 -1.1747 3.8318  0.3802
34 H -5.2572 -0.7380 5.3458  0.2867
35 H 2.9890 7.2677 0.0599  0.3159
36 H -6.3652 3.5436 -0.8983  0.3351
37 H -3.2149 6.3916 2.3766  0.3308
38 H 2.6038 -4.8796 -2.9933  0.1704
39 C -6.4919 -2.5619 -4.2861  0.5997
40 H -6.0854 -1.6862 -3.7802  0.1726
41 C 8.1570 -0.2175 1.9045  0.6049
42 H -5.3356 3.1626 -6.8859  0.3089
43 O -7.2434 3.9227 -0.8619  -0.6464
44 H 6.2000 2.4066 -2.1903  0.3094
45 H 7.2329 0.9310 3.0523  0.3135
46 H -6.6903 -1.8988 3.8865  0.3034
47 H 1.6584 3.8787 5.4662  0.3111
48 H 4.0127 -5.0927 4.9929  0.3536
49 H -7.5937 3.6363 -0.0184  0.3110
50 H -4.3948 1.1588 4.3722  0.3383
51 O -0.5576 3.3172 0.5895  -0.6420
52 H 1.9981 -4.4275 -5.2701  0.3716
53 H -5.5940 -4.2194 -5.3500  0.3513
54 C -7.3016 -2.0160 -5.4744  -1.1396
55 H -3.5850 7.2783 -3.9742  0.3090
56 H -0.0901 2.9178 -5.6499  0.3373
57 H 3.1695 -3.2776 -4.6034  0.3418
58 C -0.1886 0.6815 -0.3263  0.5743
59 H 9.9141 0.9479 1.3764  0.3168
60 C -5.3469 -3.3684 -4.7154  -1.3412
61 H 4.0464 5.6886 -4.1932  0.3200
62 C 3.7984 -5.0046 6.0580  -1.2431
63 F -0.5884 -0.0365 -1.3746  -0.2241
64 C -6.2653 -0.9419 3.5834  -1.2262
65 H 1.6868 6.8086 0.6807  0.3338
66 C 2.4216 -4.3432 6.5044  0.4206
67 H -5.3422 3.5419 -5.4203  0.3166
68 H 4.7099 -5.4683 -2.2081  0.3054
69 O -0.4747 2.7042 -6.5001  -0.6582
70 O 2.4313 -4.0273 7.9432  -0.5673
71 H 10.0945 -0.8201 1.1061  0.3376
72 H 2.2228 -3.3156 4.7132  0.3220
73 H 0.6054 4.2405 4.4404  0.3376
74 O -4.1239 6.5586 2.6259  -0.6451
75 H -7.4472 -2.7176 -6.2957  0.2733
76 H -4.5324 6.8989 1.8299  0.3147
77 F -0.7975 0.2807 0.7269  -0.1997
78 O -4.7847 3.1690 -6.1032  -0.6199
79 O 3.2598 6.2175 -4.3266  -0.6560
80 H 2.2237 -6.6019 -4.4238  0.3155
81 O -7.2038 -0.0261 5.5294  -0.5466
82 H -6.9525 -0.4440 2.8993  0.3280
83 C 4.6790 -4.9502 -3.1665  -1.2678
84 H -8.2223 -1.5287 -5.1534  0.3232
85 H 9.1274 0.0889 0.0548  0.3104
86 H 4.9171 -3.8882 -3.1055  0.3432
87 O 0.8124 4.3164 5.3719  -0.6487
88 H 5.4430 -5.5055 -3.7105  0.3421
89 H 1.4940 -4.0473 8.1500  0.3266
90 H 2.5839 5.7764 -3.8120  0.3325
91 C -5.4595 1.2298 4.5945  -1.1428
92 F 1.1687 0.6291 -0.2736  -0.2116
93 O 2.4974 7.2766 0.8812  -0.6496
94 C 2.1146 -3.0979 5.7758  -1.1717
95 H -4.7359 -3.7315 -3.8890  0.3168